1.
161
Properties=species:S:1:pos:R:3:forces:R:3:mulliken_charge:R:1 method="wB97M-V/def2-TZVPD" e_above_lowest_kj_mol=211.0 smiles="COCCNCCOC.COCCNCCOC.COCCNCCOC.COCCNCCOC.COCCNCCOC.COCCNCCOC.NC(N)=O.CCO" homo_lumo_gap_ev=8.89
C -0.282662 -0.563039 -4.482205 -0.25 -0.38 -0.34 -0.106
O -0.851622 0.114311 -5.591545 0.12 0.53 0.35 -0.430
C -1.553602 -0.689449 -6.539095 -1.25 0.53 1.58 -0.715
C -3.078662 -0.883459 -6.095335 1.71 -0.22 -0.16 -0.153
N -3.286202 -1.958489 -5.149205 -0.17 -0.74 -0.21 -0.239
C -4.675452 -2.227549 -4.840185 -0.08 -1.23 0.72 -0.453
C -4.692002 -3.137329 -3.592945 -0.89 0.86 -1.19 -0.953
O -4.344812 -2.332409 -2.510095 1.24 0.08 0.71 0.327
C -4.548292 -2.989609 -1.283715 -1.04 -0.06 0.20 -1.104
H -1.015962 -1.089549 -3.871345 -0.25 0.03 0.04 -0.179
H 0.234378 0.117201 -3.805405 -0.08 0.28 -0.37 0.118
H 0.420268 -1.315169 -4.840405 0.29 -0.17 -0.02 0.444
H -0.979382 -1.611249 -6.632135 -0.44 -0.37 -0.41 0.327
H -1.577562 -0.101339 -7.456515 0.23 -0.18 -0.06 0.386
H -3.644182 -1.090949 -7.003765 -0.20 0.02 0.05 0.533
H -3.414202 0.036091 -5.615805 -0.01 0.53 -0.55 -0.049
H -2.885022 -1.752259 -4.245535 0.41 0.26 -0.07 -0.134
H -5.230742 -2.779299 -5.598695 0.40 0.01 -0.55 0.428
H -5.275182 -1.339759 -4.639515 -0.05 0.38 0.23 0.162
H -4.030232 -3.991039 -3.739015 0.28 -0.05 0.10 0.361
H -5.706582 -3.513639 -3.462095 -0.27 -0.17 0.12 0.552
H -4.168722 -4.009359 -1.219455 0.46 -0.07 -0.32 0.442
H -5.630682 -3.083019 -1.195315 -0.28 -0.09 0.50 0.476
H -4.172422 -2.421069 -0.433075 0.14 0.22 -0.31 0.033
C 3.306818 1.691001 -1.355175 -0.92 -0.27 -0.22 -0.343
O 3.247828 3.087761 -1.357105 1.48 0.86 -0.42 -0.377
C 3.526158 3.743341 -0.100995 -0.72 -0.33 -0.34 0.004
C 3.663888 5.264571 -0.236465 0.00 -0.78 -0.94 -0.265
N 4.932548 5.595781 -0.898905 -0.35 -1.29 0.69 -0.361
C 5.243818 6.985801 -1.056125 0.10 -0.02 0.17 -0.809
C 4.644878 7.542391 -2.351005 0.92 0.84 2.19 -0.564
O 5.405298 7.006551 -3.384735 0.23 -0.72 1.56 -0.315
C 4.860718 7.336241 -4.583915 -0.58 -0.11 -1.24 -0.752
H 4.276978 1.195241 -1.322065 0.53 0.49 0.33 0.348
H 2.857548 1.350931 -2.288245 -0.07 0.14 -0.14 0.295
H 2.668508 1.284381 -0.570755 -0.02 -0.17 0.39 -0.147
H 4.444068 3.442711 0.404125 0.21 -0.64 -0.26 0.241
H 2.651408 3.402951 0.453135 0.01 0.65 0.97 -0.164
H 3.620528 5.659921 0.778385 0.04 0.25 -0.11 0.230
H 2.829698 5.633201 -0.833405 -0.50 0.21 0.25 0.225
H 4.926968 5.175781 -1.817425 0.12 -0.30 -0.08 0.274
H 6.332638 7.036291 -1.060845 0.11 0.43 -0.42 0.337
H 4.955138 7.503031 -0.141115 -0.37 0.31 -0.16 0.366
H 4.716858 8.629961 -2.340765 0.15 0.42 -0.21 0.513
H 3.573368 7.342891 -2.338865 -0.21 -0.56 -0.62 0.379
H 3.816108 7.025161 -4.594915 -0.29 -0.14 -0.40 0.320
H 5.430168 6.776541 -5.325915 -0.17 0.46 -0.37 0.249
H 4.866698 8.420221 -4.698155 0.20 0.22 -0.57 0.300
C -5.165112 3.743051 2.840685 0.55 0.37 -0.31 -0.852
O -4.980182 3.060011 1.608255 -0.05 -0.12 0.19 -0.299
C -5.140552 1.640471 1.730915 -0.65 0.16 -0.81 -0.941
C -5.060062 1.024251 0.339815 0.33 1.29 -0.05 -0.079
N -6.246212 1.332231 -0.479485 0.96 -0.38 -0.83 -0.363
C -6.079922 0.877101 -1.898645 -0.82 -0.64 -0.74 -0.106
C -5.438082 1.740871 -3.000745 0.24 0.51 2.54 -0.673
O -4.112422 1.995901 -2.532635 -0.08 0.64 -0.35 -0.414
C -3.064572 1.238611 -3.090705 0.35 0.58 -0.22 -0.385
H -4.850722 4.785021 2.781025 0.01 0.07 -0.78 0.276
H -4.464022 3.367891 3.586215 -0.43 -0.55 0.43 0.313
H -6.213992 3.788681 3.133705 -0.02 -0.52 0.33 0.311
H -6.142102 1.410161 2.094155 -0.06 0.00 0.61 0.562
H -4.353242 1.210691 2.350215 0.00 0.02 0.31 0.355
H -4.891272 -0.050099 0.413195 -0.04 0.00 -0.11 0.102
H -4.216732 1.556101 -0.100685 0.58 -0.58 -0.24 0.357
H -6.301772 2.340501 -0.458995 -0.26 0.33 -0.11 0.341
H -7.094122 0.761141 -2.280795 -0.24 -0.73 0.08 0.448
H -5.515082 -0.054359 -1.936665 -0.42 -0.38 0.42 -0.343
H -6.070522 2.626281 -2.936295 0.66 0.85 -0.36 0.373
H -5.500432 1.397861 -4.033495 0.09 -0.60 0.12 0.337
H -2.157452 1.463981 -2.529965 -0.07 0.04 0.22 0.121
H -2.857462 1.580611 -4.104735 -0.05 -0.24 -0.28 0.459
H -3.188562 0.156151 -3.059035 -0.42 -0.19 0.01 0.099
C 3.434828 0.479571 3.008045 0.48 -0.37 0.62 -0.592
O 2.094718 0.107811 3.356775 1.60 1.13 -0.40 -0.520
C 1.432658 -0.262419 2.166235 -1.20 0.39 1.05 0.423
C 1.750898 -1.626339 1.675385 0.31 -0.14 -1.69 -0.589
N 2.666268 -1.703109 0.483625 -1.08 -0.84 0.03 0.318
C 3.084338 -3.095219 0.219035 0.98 1.52 0.81 -0.286
C 4.380118 -3.174069 -0.644585 -2.33 -1.44 -0.17 -0.934
O 3.986758 -3.121209 -2.031075 1.05 -0.08 -0.15 -0.532
C 3.946948 -1.832349 -2.578995 -0.52 2.04 1.12 0.130
H 4.053168 0.864211 3.819095 -0.76 0.08 0.68 0.339
H 3.506038 1.259451 2.249865 -0.39 -0.14 -0.41 0.130
H 3.996908 -0.412359 2.731245 -0.01 -0.14 -0.59 0.276
H 1.454328 0.502811 1.390315 0.37 0.13 -0.08 -0.303
H 0.390068 -0.310779 2.480525 -0.14 0.14 0.04 0.099
H 0.758988 -1.956609 1.366945 0.21 -0.64 -0.53 -0.559
H 1.984378 -2.288229 2.509345 0.62 -0.07 0.14 0.674
H 3.516528 -1.158659 0.456995 -0.26 0.49 0.87 0.333
H 2.247798 -3.680779 -0.162295 0.23 -0.05 -0.50 0.070
H 3.322368 -3.517869 1.195155 0.24 -0.48 0.25 0.353
H 4.691348 -4.191379 -0.407275 0.43 -0.13 -0.74 0.418
H 5.218668 -2.528649 -0.383115 -0.31 0.48 -0.03 0.383
H 3.726928 -1.127739 -1.776985 -0.26 0.15 0.27 -0.456
H 3.127238 -1.628159 -3.267815 -0.09 -0.86 -0.26 0.174
H 4.832958 -1.358209 -3.001215 0.66 -1.00 -0.34 0.375
C -1.924632 -4.695689 2.421595 -0.91 -0.56 -0.03 -0.844
O -0.615712 -4.320729 2.152265 2.17 0.61 0.15 -0.141
C 0.463818 -5.255199 2.517495 -1.85 0.27 0.82 -0.672
C 0.799048 -5.120179 4.048955 -0.24 -1.75 -1.06 -1.050
N -0.124312 -5.877399 4.942145 -0.66 0.92 -1.02 -0.059
C 0.054198 -5.648179 6.356975 1.07 1.10 -1.47 -0.630
C -0.861542 -6.511819 7.154705 0.07 -0.69 1.57 -0.670
O -0.598172 -7.916679 7.147245 -1.10 -1.15 -0.73 -0.384
C 0.539128 -8.332519 7.851165 1.75 1.99 -0.44 -0.699
H -2.615092 -3.933089 2.061285 0.30 0.20 -0.51 0.175
H -2.238932 -4.802059 3.459865 0.71 -0.22 0.36 0.277
H -2.136992 -5.628529 1.899285 -0.30 -0.26 -0.01 0.401
H 1.356988 -5.097739 1.912895 -0.15 0.79 0.00 0.134
H 0.087828 -6.210999 2.152535 0.12 -0.58 0.67 0.591
H 0.868148 -4.039419 4.172615 -0.62 0.00 0.73 0.491
H 1.808298 -5.492859 4.223945 0.49 -0.02 -0.18 0.575
H -0.073892 -6.880129 4.832225 0.27 -0.06 -0.74 0.245
H -0.074372 -4.575299 6.500175 -0.73 0.06 0.53 0.391
H 1.127128 -5.724559 6.533285 0.33 -0.66 0.96 0.385
H -1.902272 -6.419829 6.844055 0.16 0.09 -0.27 0.251
H -0.813402 -6.220379 8.203915 -0.04 0.38 0.23 0.439
H 1.369358 -7.995469 7.230515 0.68 0.17 0.21 0.248
H 0.828738 -9.368069 8.029675 -1.53 -0.38 -0.25 0.294
H 0.608358 -7.768809 8.781505 0.03 -0.15 0.38 0.308
C -1.060642 1.799201 0.838535 0.21 0.11 0.66 -0.706
O -0.196952 2.604371 1.696625 -0.49 -0.29 -1.08 -0.144
C -0.586922 2.682411 3.040455 0.17 -0.51 1.52 -0.301
C 0.333358 3.601721 3.871635 -1.42 0.40 -1.99 -0.646
N 0.284278 4.940951 3.277475 1.12 -0.36 1.64 -0.489
C 1.530268 5.587771 3.740095 -0.93 0.42 -2.12 -0.621
C 1.518698 6.963231 3.071625 0.54 0.62 0.82 -0.808
O 1.414098 6.913591 1.644205 0.97 0.23 0.52 -0.202
C 1.523278 8.249301 1.075055 -0.86 -1.51 1.00 -0.851
H -0.646202 1.715371 -0.166115 0.40 0.18 0.33 0.017
H -2.085162 2.150681 0.716365 -0.02 0.74 0.36 0.538
H -1.174992 0.792731 1.241085 0.29 -0.19 0.13 0.135
H -0.499042 1.732441 3.567655 -0.03 -0.72 -0.32 0.356
H -1.633262 2.961361 3.164865 -0.18 0.45 -0.26 0.204
H 1.358788 3.232991 3.846245 0.12 -0.46 0.18 0.301
H -0.037752 3.699901 4.891805 0.07 -0.42 0.08 0.288
H 0.348218 4.859621 2.272785 0.00 -0.04 -0.22 0.344
H 2.391578 5.001161 3.420495 0.42 -0.02 -0.59 0.261
H 1.680928 5.537351 4.818455 -0.74 0.76 0.18 0.466
H 2.404858 7.496991 3.415045 0.61 0.16 -0.45 0.476
H 0.720178 7.592581 3.464535 -0.55 -0.23 0.07 0.479
H 2.353138 8.804311 1.512545 0.25 -0.07 -0.21 0.341
H 0.592548 8.725161 1.383945 -0.04 0.56 -0.44 0.363
H 1.592198 8.111131 -0.003945 0.04 0.23 0.16 0.170
N 2.090208 -4.727969 -3.486515 -0.51 3.26 1.73 -0.156
C 2.682618 -5.880419 -3.681775 3.47 -1.32 1.84 0.568
N 2.055018 -6.539119 -4.614135 -1.86 -2.52 -2.74 -0.354
O 3.716388 -6.267459 -3.087355 -1.50 0.66 -0.92 -0.682
H 1.202008 -4.444139 -3.874665 0.46 -0.10 0.07 0.193
H 2.615188 -4.112439 -2.881845 -0.28 0.30 0.19 0.172
H 2.338808 -7.442039 -4.966695 -0.10 0.27 0.38 0.233
H 1.139988 -6.167569 -4.825715 0.25 -0.69 -0.54 0.148
C -0.869512 -2.994679 -1.330365 0.21 1.17 2.22 -0.793
C -1.043852 -1.611579 -0.558995 -1.21 -0.50 -1.70 -0.020
O -0.078372 -0.651989 -0.947835 -0.04 -0.20 0.26 0.432
H -0.474362 -2.787269 -2.324815 -0.29 -0.31 0.01 -0.101
H -1.752042 -3.629359 -1.250295 -0.34 0.40 -0.63 0.364
H -0.185802 -3.573849 -0.709725 0.66 -0.03 -0.37 0.075
H -1.228172 -1.721689 0.509645 0.85 -0.31 0.38 0.344
H -1.978652 -1.132559 -0.850165 -0.24 -0.11 -0.46 0.204
H 0.803598 -0.990639 -0.777415 0.57 -0.20 0.25 -0.437

2.
22
Properties=species:S:1:pos:R:3:forces:R:3:mulliken_charge:R:1 method="wB97M-V/def2-TZVPD" total_charge=-1 homo_lumo_gap_ev=6.68
O -1.014929 -1.286833 0.857422 -0.08 -0.48 0.49 -0.564
C -0.925838 -1.851068 -0.214959 0.00 1.23 -0.72 0.011
C 0.234251 -1.568918 -1.140949 -0.22 -1.87 0.30 -0.549
C -0.174002 -0.411775 -2.019313 0.30 0.94 -0.59 0.029
S -1.780312 -0.469347 -2.895790 0.11 -0.04 0.40 -0.570
H -1.778378 -2.396114 -0.642255 0.07 -0.26 0.19 0.387
H 1.124224 -1.406673 -0.537556 0.13 0.49 0.11 0.375
H 0.453747 -2.500617 -1.683077 -0.26 0.24 -0.36 0.232
H -0.088657 0.465002 -1.379829 -0.37 0.10 0.21 -0.535
H 0.576470 -0.202118 -2.777597 0.43 -0.38 -0.08 0.327
H -0.303385 2.311529 -2.607973 0.67 0.23 -0.24 0.313
H -0.989213 2.570827 -1.413966 0.19 0.48 0.52 0.343
O -0.172534 2.894093 -1.836529 -1.03 -0.76 -0.29 -0.704
H 0.593398 2.351646 0.205241 -0.09 -0.03 -0.07 0.323
H 0.762027 0.901271 0.642583 -0.06 0.26 0.26 0.312
O 0.452287 1.764320 0.959148 0.17 -0.08 -0.09 -0.658
H -0.833778 0.313112 3.113846 -0.14 -0.29 0.34 0.322
H 0.414850 1.038428 3.222049 0.22 -0.09 0.31 0.352
O -0.150128 0.478489 3.781319 -0.24 0.47 -0.57 -0.661
H 1.476817 -1.149500 2.857594 -0.31 0.15 -0.02 0.325
H 0.619685 -1.002985 1.562650 -0.01 -0.10 0.40 0.240
O 1.503389 -0.842768 1.947948 0.52 -0.21 -0.49 -0.649

3.
22
Properties=species:S:1:pos:R:3:forces:R:3:mulliken_charge:R:1 method="wB97M-V/def2-TZVPD" e_above_lowest_kj_mol=370.2 homo_lumo_gap_ev=9.03
C -0.005651 -0.451650 0.233251 2.80 -2.17 2.22 0.044
C 0.117192 -2.117545 1.888466 -1.16 1.72 0.92 -0.528
C -0.927448 -0.298950 -2.017104 3.78 0.47 -2.81 -1.547
C 0.707709 1.419756 -1.333623 -3.23 4.22 1.93 -1.511
C -1.443749 1.350307 -0.064675 1.79 -1.81 2.05 -1.530
C -0.361025 0.480867 -0.820204 -1.54 0.88 0.01 1.712
N -0.247269 -1.585886 0.628527 0.32 1.24 -0.92 -0.383
N 1.306330 0.195724 1.699286 -3.28 -0.02 -1.30 -0.462
O 2.814799 -1.646358 2.520010 1.03 -0.83 -0.09 -0.604
S 1.534121 -0.997242 2.736553 -0.63 -0.22 -0.39 0.428
H -0.774329 -1.861990 2.510520 0.71 -0.59 0.00 0.312
H 0.344045 -3.174841 1.945928 0.25 -0.01 -0.25 0.359
H -1.628934 -1.021603 -1.871956 -2.43 -1.60 1.09 0.456
H -1.234468 0.340703 -2.916005 0.42 -0.57 1.52 0.325
H -0.044288 -0.989257 -2.421181 -1.49 1.60 0.62 0.340
H 1.037395 2.143012 -0.448267 -0.55 -1.40 -2.10 0.299
H 0.180149 2.026496 -2.196137 1.20 -0.85 1.84 0.348
H 1.489489 0.948663 -1.734406 3.26 -1.87 -1.47 0.490
H -0.893235 1.848644 0.870614 -1.68 -1.09 -1.99 0.354
H -2.264310 0.634472 0.156154 0.38 0.79 0.53 0.384
H -1.790309 2.020223 -0.766274 -0.80 1.95 -1.23 0.480
H 2.083783 0.736456 1.400524 0.87 0.17 -0.20 0.236

Number 1: E_tot -3036.92965 hartree. Number 2: E_tot -896.53214 hartree. Number 3: E_tot -818.61283 hartree.